C3H8NO2 | ωB97M-V/def2-TZVPD

Computed properties:
- 2S+1 = 1
- net charge = -1
- calculated total energy (eV) = -8822.4752
- energy above the lowest of the compared OMol25 structures with the same formula, charge and spin (kcal per mole) = 122.6
- HOMO (spin up / spin down) (eV) = -1.932 / -1.933

Atoms and positions in Å:
C 1.15 0.11 -1.07
C 0.86 0.07 1.33
C 0.24 0.60 0.03
N -1.70 -1.04 0.09
O -2.74 -0.04 -0.03
O -0.46 1.61 -0.22
H 2.20 0.15 -0.76
H 0.95 0.63 -1.90
H 0.67 -0.94 -1.26
H 0.88 -1.11 1.14
H 0.14 0.10 2.17
H 1.79 0.58 1.56
H -1.69 -1.47 -0.90
H -2.29 0.75 -0.17

---

C4H12N2O2 | ωB97M-V/def2-TZVPD

Computed properties:
- 2S+1 = 1
- calculated total energy (eV) = -11411.0128
- energy above the lowest of the compared OMol25 structures with the same formula, charge and spin (kcal per mole) = 189.2
- HOMO (spin up / spin down) (eV) = -7.441 / -7.439

Atoms and positions in Å:
C 1.66 1.44 -0.02
N 1.56 0.02 0.23
C 0.79 -0.76 -0.63
O 1.29 -0.21 1.61
O 0.29 -1.86 -0.21
H 2.00 -0.81 1.88
H 1.14 -0.71 -1.66
H 1.94 1.59 -1.06
H 2.45 1.85 0.61
H 0.71 1.93 0.19
C -1.61 -0.94 1.28
C -0.92 0.41 -1.56
N -1.63 0.29 0.76
H -2.46 0.42 0.20
H -2.48 -1.60 1.20
H -1.00 -1.05 2.18
H -0.56 -1.59 0.57
H -1.66 1.18 -1.36
H -1.34 -0.48 -2.02
H -0.16 0.88 -2.17

---

C34H40N4O8PReS3 | ωB97M-V/def2-TZVPD

Computed properties:
- 2S+1 = 4
- net charge = +1
- calculated total energy (eV) = -102174.0779
- ⟨S²⟩ = 3.780
- energy above the lowest of the compared OMol25 structures with the same formula, charge and spin (kcal per mole) = 0.0
- HOMO (spin up / spin down) (eV) = -10.803 / -11.465

Atoms and positions in Å:
Re -0.32 0.46 1.35
O 2.54 -0.95 4.82
C 1.82 -0.06 4.12
O 2.28 0.71 3.33
C 0.37 -0.12 4.48
C -0.01 -0.38 5.78
C -1.34 -0.25 6.15
C -2.26 0.13 5.20
C -1.82 0.35 3.90
N -0.54 0.22 3.53
C -2.81 0.77 2.83
O -3.97 0.91 3.10
O -2.25 0.93 1.66
H 3.47 -0.83 4.58
H 0.75 -0.65 6.50
H -1.64 -0.44 7.17
H -3.31 0.28 5.40
S -1.05 -1.87 0.97
C -0.50 -2.05 -0.62
N -0.01 -3.16 -1.09
C 0.33 -3.30 -2.51
C -0.70 -2.56 -3.32
N -0.75 -1.17 -2.86
C -1.07 -0.16 -3.90
C -2.46 -0.38 -4.42
C -3.56 -0.14 -3.58
C -4.84 -0.37 -4.05
C -5.04 -0.84 -5.34
C -3.96 -1.07 -6.17
C -2.67 -0.84 -5.71
C -0.66 -0.89 -1.58
S -0.75 0.69 -1.00
C 0.30 -4.34 -0.25
C -0.65 -5.47 -0.55
C -2.02 -5.30 -0.36
C -2.89 -6.34 -0.65
C -2.40 -7.54 -1.15
C -1.04 -7.71 -1.34
C -0.17 -6.67 -1.05
H 0.31 -4.36 -2.75
H 1.33 -2.91 -2.66
H -1.69 -3.01 -3.23
H -0.42 -2.55 -4.37
H -0.32 -0.28 -4.69
H -0.94 0.82 -3.46
H -3.40 0.24 -2.58
H -5.69 -0.18 -3.40
H -6.05 -1.01 -5.70
H -4.11 -1.42 -7.18
H -1.82 -1.01 -6.36
H 0.27 -4.03 0.79
H 1.33 -4.62 -0.49
H -2.40 -4.37 0.04
H -3.95 -6.21 -0.49
H -3.09 -8.35 -1.38
H -0.66 -8.65 -1.72
H 0.90 -6.81 -1.20
S 3.38 -1.71 -0.55
C 2.29 -0.87 0.26
N 1.47 -0.26 0.85
C 2.97 2.00 -2.07
C 2.29 3.19 -1.41
C 1.22 3.80 -2.31
C 3.30 4.23 -0.97
O 1.63 2.60 -0.24
P 1.04 3.41 0.98
O 0.31 4.64 0.66
O 0.13 2.30 1.66
O 2.28 3.57 1.94
C 2.32 4.46 3.10
C 1.05 4.29 3.92
C 3.54 3.99 3.88
C 2.49 5.89 2.61
H 3.48 2.32 -2.98
H 2.23 1.25 -2.34
H 3.69 1.55 -1.40
H 1.68 4.18 -3.22
H 0.70 4.60 -1.79
H 0.49 3.03 -2.59
H 3.83 4.61 -1.85
H 4.03 3.80 -0.29
H 2.81 5.08 -0.49
H 0.93 3.25 4.23
H 0.17 4.60 3.36
H 1.12 4.92 4.82
H 3.43 2.94 4.15
H 3.66 4.59 4.78
H 4.44 4.10 3.27
H 1.62 6.20 2.02
H 3.38 5.97 1.99
H 2.60 6.56 3.46

---

C13H41N7O7 | ωB97M-V/def2-TZVPD

Computed properties:
- 2S+1 = 1
- calculated total energy (eV) = -38889.5634
- energy above the lowest of the compared OMol25 structures with the same formula, charge and spin (kcal per mole) = 506.9
- HOMO (eV) = -7.460

Atoms and positions in Å:
C -1.32 0.70 -4.23
C -0.39 1.71 -3.65
O 0.89 1.11 -3.38
H -0.87 0.52 -5.21
H -2.33 1.09 -4.41
H -1.25 -0.27 -3.74
H -0.86 2.15 -2.77
H -0.23 2.55 -4.31
H 1.52 1.82 -3.52
C 1.27 -1.75 -1.68
C 2.14 -1.28 -0.51
O 1.74 -0.08 0.05
H 1.62 -2.77 -1.87
H 1.33 -1.14 -2.58
H 0.26 -2.01 -1.36
H 3.16 -1.06 -0.83
H 2.26 -2.03 0.28
H 2.50 0.17 0.58
C -0.78 1.21 2.96
C 0.41 2.20 2.94
O 0.11 3.57 2.64
H -1.18 0.98 1.98
H -1.49 1.61 3.68
H -0.41 0.21 3.17
H 1.09 1.79 2.20
H 1.01 2.09 3.84
H -0.77 3.60 2.25
C -3.12 0.45 -2.39
O -2.98 1.66 -2.53
N -3.31 -0.37 -3.40
N -3.16 -0.26 -1.25
H -3.02 -1.33 -3.27
H -3.11 0.03 -4.31
H -3.03 -1.26 -1.25
H -2.99 0.32 -0.45
C -0.74 0.70 -0.66
O -1.81 1.28 -0.74
N -0.22 0.37 0.50
N -0.03 0.06 -1.58
H -0.50 0.76 1.38
H 0.72 0.01 0.41
H 0.87 -0.29 -1.32
H -0.36 0.30 -2.51
C -1.99 4.17 -1.97
O -1.46 5.19 -2.31
N -1.30 3.14 -1.69
N -3.20 4.00 -1.64
H -1.72 2.29 -1.35
H -0.40 3.17 -2.16
H -3.89 4.74 -1.56
H -3.55 3.15 -1.23
C 2.96 -3.14 4.81
C 2.00 -3.85 3.79
C 1.60 -3.03 2.61
O 1.05 -1.78 2.94
C 0.91 -0.91 1.84
N 2.90 -4.88 3.34
H 3.90 -2.77 4.41
H 3.19 -3.84 5.62
H 2.42 -2.27 5.17
H 1.12 -4.31 4.24
H 0.82 -3.57 2.09
H 2.46 -2.98 1.95
H 0.49 -1.39 0.95
H 1.90 -0.49 1.70
H 0.23 -0.09 2.05
H 3.23 -5.38 4.16
H 3.68 -4.32 3.04

---

C43H54BaN6O3S3 | ωB97M-V/def2-TZVPD

Computed properties:
- 2S+1 = 1
- calculated total energy (eV) = -93755.0137
- energy above the lowest of the compared OMol25 structures with the same formula, charge and spin (kcal per mole) = 10.5
- HOMO (eV) = -6.602

Atoms and positions in Å:
Ba 0.62 -0.51 -0.13
C -0.93 1.45 4.86
C -1.93 0.47 4.30
C -2.66 -0.36 5.14
C -3.61 -1.23 4.63
C -3.84 -1.27 3.26
C -3.12 -0.45 2.39
C -3.34 -0.53 0.91
C -2.17 0.41 2.93
N -1.36 1.22 2.09
C -1.71 2.41 1.86
C -3.00 3.04 2.31
C -0.75 3.31 1.12
C -0.81 4.77 1.49
N 0.05 2.80 0.29
C 1.04 3.63 -0.30
C 0.85 4.17 -1.57
C -0.44 3.94 -2.30
C 1.88 4.91 -2.14
C 3.08 5.10 -1.47
C 3.24 4.57 -0.19
C 2.22 3.85 0.42
C 2.36 3.35 1.83
H -0.68 1.19 5.89
H -1.33 2.47 4.85
H -0.01 1.45 4.27
H -2.48 -0.32 6.21
H -4.17 -1.87 5.29
H -4.58 -1.94 2.86
H -4.29 -1.01 0.69
H -2.55 -1.13 0.45
H -3.33 0.46 0.45
H -3.65 2.30 2.78
H -3.52 3.48 1.46
H -2.82 3.85 3.03
H -0.69 4.89 2.57
H -1.79 5.19 1.24
H -0.04 5.33 0.98
H -1.28 4.44 -1.79
H -0.66 2.88 -2.35
H -0.39 4.33 -3.32
H 1.75 5.32 -3.13
H 3.88 5.65 -1.93
H 4.17 4.72 0.34
H 3.34 3.63 2.23
H 2.29 2.26 1.87
H 1.59 3.77 2.48
C 0.36 -3.81 -1.97
N 0.83 -2.42 -2.05
C 1.84 -2.15 -2.81
C 2.39 -0.84 -2.98
C 3.46 -0.51 -3.81
C 3.62 0.87 -3.70
C 2.63 1.30 -2.81
N 1.87 0.29 -2.37
C 0.76 -4.74 -3.08
C 0.23 -4.57 -4.36
C 0.61 -5.40 -5.40
C 1.54 -6.41 -5.18
C 2.08 -6.58 -3.91
C 1.69 -5.75 -2.87
H -0.74 -3.77 -1.92
H 0.68 -4.23 -1.01
H 2.34 -2.93 -3.39
H 4.04 -1.20 -4.41
H 4.35 1.50 -4.19
H 2.45 2.31 -2.48
H -0.49 -3.78 -4.54
H 0.19 -5.26 -6.39
H 1.84 -7.06 -5.99
H 2.80 -7.37 -3.74
H 2.12 -5.88 -1.88
C 4.91 -1.68 3.62
N 4.33 -1.20 2.38
C 4.70 -0.09 1.75
N 5.78 0.57 2.24
S 3.89 0.52 0.40
H 4.37 -2.57 3.93
H 4.84 -0.93 4.42
H 5.96 -1.95 3.49
H 3.43 -1.59 2.11
H 6.43 0.10 2.85
H 6.15 1.29 1.64
C 0.26 -1.78 8.27
C 0.31 -1.98 6.78
C -0.43 -2.99 6.17
C -0.36 -3.19 4.80
C 0.45 -2.37 4.03
C 1.19 -1.36 4.62
C 1.12 -1.17 5.99
S 0.51 -2.64 2.28
O 1.70 -1.89 1.81
O 0.57 -4.06 2.08
O -0.67 -1.98 1.70
H -0.72 -2.05 8.67
H 0.46 -0.74 8.54
H 1.00 -2.41 8.77
H -1.07 -3.62 6.78
H -0.93 -3.98 4.32
H 1.81 -0.73 4.00
H 1.70 -0.38 6.45
C -2.28 -1.10 -2.91
S -1.91 0.64 -2.61
C -3.59 1.26 -2.36
H -2.71 -1.57 -2.02
H -1.32 -1.58 -3.13
H -2.95 -1.21 -3.76
H -4.17 1.16 -3.27
H -3.51 2.31 -2.10
H -4.09 0.73 -1.55

---

C17H19N | ωB97M-V/def2-TZVPD

Computed properties:
- 2S+1 = 1
- calculated total energy (eV) = -19426.0582
- SMILES = CCc1c[nH]c2ccccc12.Cc1ccccc1
- energy above the lowest of the compared OMol25 structures with the same formula, charge and spin (kcal per mole) = 42.5
- HOMO (eV) = -7.551

Atoms and positions in Å:
C 2.08 2.99 -1.34
C 0.61 2.74 -0.97
C 0.59 1.95 0.27
C -0.34 2.28 1.30
N -0.44 1.22 2.13
C 0.55 0.29 1.85
C 0.74 -0.99 2.41
C 1.73 -1.74 1.82
C 2.62 -1.30 0.77
C 2.25 -0.13 0.18
C 1.15 0.69 0.64
H 2.67 3.55 -0.61
H 2.30 3.48 -2.28
H 2.69 2.12 -1.50
H 0.01 3.63 -0.82
H 0.14 2.13 -1.79
H -0.79 3.26 1.32
H -0.95 1.20 2.99
H 0.24 -1.33 3.29
H 1.95 -2.67 2.37
H 3.41 -2.04 0.68
H 2.82 0.33 -0.62
C -3.59 -0.25 -0.61
C -2.36 -1.03 -0.90
C -2.32 -2.33 -0.30
C -1.16 -3.05 -0.25
C 0.01 -2.49 -0.81
C -0.01 -1.33 -1.51
C -1.20 -0.55 -1.46
H -4.20 -0.05 -1.51
H -3.38 0.77 -0.27
H -4.25 -0.75 0.09
H -3.18 -2.90 0.04
H -1.02 -4.04 0.10
H 0.83 -3.17 -0.73
H 0.79 -0.90 -2.10
H -1.01 0.42 -1.89

---

C37H30N5O2RuS | ωB97M-V/def2-TZVPD

Computed properties:
- 2S+1 = 2
- calculated total energy (eV) = -63821.1077
- ⟨S²⟩ = 0.758
- energy above the lowest of the compared OMol25 structures with the same formula, charge and spin (kcal per mole) = 0.3
- HOMO (spin up / spin down) (eV) = -8.211 / -8.091

Atoms and positions in Å:
Ru -0.50 -1.74 -0.11
O -0.27 0.78 3.28
C -0.55 0.09 2.32
N 0.23 -0.80 1.64
C 1.18 -1.52 2.33
O 2.00 -1.14 3.14
C 0.99 -3.00 2.05
C 1.67 -3.94 2.81
C 1.34 -5.28 2.68
C 0.32 -5.62 1.81
C -0.30 -4.62 1.07
N 0.05 -3.34 1.16
C -1.97 0.08 1.79
C -2.90 1.00 2.24
C -4.20 0.91 1.78
C -4.53 -0.10 0.89
C -3.55 -0.98 0.48
N -2.29 -0.89 0.92
H 2.43 -3.58 3.50
H 1.86 -6.03 3.25
H 0.00 -6.64 1.69
H -1.10 -4.86 0.39
H -2.58 1.75 2.95
H -4.95 1.62 2.11
H -5.54 -0.21 0.51
H -3.75 -1.77 -0.23
C 2.03 4.87 0.47
C 1.03 3.91 1.12
C 1.81 2.89 1.96
C 0.09 4.68 2.06
C 0.19 3.24 0.04
C -0.55 4.04 -0.85
C -1.34 3.50 -1.85
C -1.41 2.12 -1.95
S -2.30 1.14 -3.08
C -1.72 -0.28 -2.29
N -0.91 -0.06 -1.29
C -0.70 1.30 -1.07
C 0.12 1.86 -0.09
C -2.04 -1.66 -2.61
C -2.79 -2.00 -3.74
C -2.99 -3.33 -4.04
C -2.41 -4.30 -3.22
C -1.67 -3.94 -2.10
C -1.48 -2.60 -1.72
H 2.64 5.35 1.24
H 1.53 5.67 -0.09
H 2.70 4.35 -0.21
H 2.41 3.42 2.70
H 2.50 2.31 1.34
H 1.15 2.20 2.49
H 0.68 5.18 2.84
H -0.61 4.01 2.55
H -0.47 5.45 1.53
H -0.51 5.12 -0.76
H -1.88 4.14 -2.53
H 0.69 1.21 0.55
H -3.19 -1.23 -4.39
H -3.56 -3.62 -4.91
H -2.53 -5.35 -3.47
H -1.21 -4.74 -1.54
C 1.32 -2.14 -1.10
C 2.18 -0.93 -1.20
C 2.08 -0.07 -2.30
C 2.84 1.08 -2.39
C 3.74 1.40 -1.36
C 3.86 0.55 -0.26
C 3.09 -0.60 -0.19
C 4.52 2.60 -1.44
N 5.15 3.56 -1.52
H 1.85 -2.94 -0.57
H 1.09 -2.50 -2.10
H 1.39 -0.32 -3.10
H 2.75 1.73 -3.24
H 4.55 0.80 0.53
H 3.19 -1.24 0.68

---

Question: Number 2 is which compound?
Answer: C4H12N2O2

---

Question: What is the 2S+1 in the fourth record?
Answer: 1

---

Question: Among the records above, which one has the highest 2S+1?
Answer: C34H40N4O8PReS3